C27H47Cl2F3N3O12S3 as an isolated structure, computed with the ωB97M-V functional and the def2-TZVPD basis.

```
! RIJCOSX wB97M-V def2-TZVPD def2/J DEFGRID3
* xyz -1 1
C 3.31 -0.34 3.82
C 4.40 0.70 3.90
O 4.28 1.78 4.46
O 5.60 0.33 3.34
C 5.57 0.33 1.91
C 5.88 1.74 1.37
C 4.71 2.41 0.65
C 4.48 1.80 -0.73
C 3.12 2.16 -1.34
C 1.97 1.23 -0.88
C 1.09 0.71 -2.05
C -0.37 1.20 -1.95
C -1.50 0.17 -2.08
Cl -1.04 -0.96 -3.42
C -2.86 0.81 -2.52
C -2.87 1.32 -3.97
C -3.75 0.53 -4.93
O -4.18 1.11 -5.92
N -4.07 -0.85 -4.66
C -3.42 -1.74 -5.64
C -5.55 -0.97 -4.75
C -3.38 1.90 -1.59
C -4.90 2.12 -1.85
C -5.84 1.01 -1.37
N -6.31 1.19 0.01
C -2.71 3.30 -1.84
C -2.40 4.07 -0.58
F -3.51 4.08 -2.67
O -3.22 1.65 -0.17
S -2.87 0.21 0.41
O -2.10 0.49 1.60
O -4.02 -0.60 0.60
C -1.71 -0.66 -0.76
Cl -2.52 -2.21 -1.13
C -0.42 -0.97 -0.04
C -0.46 -2.02 1.09
C 0.65 -1.67 2.08
C 1.24 -2.84 2.88
O 0.71 -4.13 2.52
C -0.29 -4.56 3.29
O -1.04 -3.85 3.93
H 2.44 0.06 3.32
H 3.69 -1.22 3.32
H 3.02 -0.64 4.82
H 6.30 -0.40 1.58
H 4.59 0.01 1.54
H 6.17 2.32 2.24
H 6.74 1.67 0.71
H 4.97 3.46 0.54
H 3.83 2.31 1.28
H 5.26 2.14 -1.41
H 4.59 0.72 -0.65
H 2.90 3.17 -0.99
H 3.17 2.19 -2.42
H 1.37 1.76 -0.15
H 2.41 0.39 -0.34
H 1.18 -0.36 -2.11
H 1.50 1.12 -2.96
H -0.52 1.90 -2.77
H -0.56 1.77 -1.04
H -3.57 -0.01 -2.51
H -3.27 2.33 -4.03
H -1.87 1.39 -4.37
H -4.14 -2.41 -6.09
H -2.89 -1.19 -6.41
H -2.71 -2.37 -5.11
H -5.87 -1.17 -5.77
H -5.88 -1.75 -4.07
H -6.03 -0.05 -4.45
H -5.07 2.28 -2.90
H -5.16 3.00 -1.27
H -5.43 0.00 -1.48
H -6.71 1.05 -2.02
H -7.31 1.22 0.05
H -5.96 2.04 0.42
H -1.77 3.19 -2.38
H -2.00 5.03 -0.90
H -3.26 4.19 0.06
H -1.58 3.56 -0.07
H 0.07 -0.06 0.31
H 0.22 -1.39 -0.81
H -0.34 -3.00 0.64
H -1.44 -1.99 1.57
H 1.44 -1.19 1.51
H 0.25 -0.92 2.75
H 2.31 -2.89 2.68
H 1.15 -2.67 3.94
H -0.38 -5.65 3.29
N 5.37 -3.19 6.39
S 3.80 -3.31 6.23
O 3.27 -4.62 6.41
O 3.22 -2.49 5.22
F 3.39 -2.57 7.58
S 6.21 -3.87 5.24
O 7.58 -3.99 5.60
O 5.90 -3.44 3.91
F 5.70 -5.38 5.28
*
```

gap between HOMO and LUMO	8.6	eV
energy	-4538.73113	hartree